# 1
Computed, not measured: a 6-piece molecular cluster, C22H54Cl6N6O4P2 overall, with the ωB97M-V functional and the def2-TZVPD basis.

Properties
**Kohn-Sham gap**: 0.32793 Eh
**Calculated total energy**: -134536.1988 eV
**SMILES**: CN(C)P(=O)(N(C)C)N(C)C.CN(C)P(=O)(N(C)C)N(C)C.O=C1CCCO1.ClCCCl.ClCCCl.ClCCCl

XYZ file:
```
94
C22H54Cl6N6O4P2, DFT the ωB97M-V functional and the def2-TZVPD basis
Cl -0.19704 3.41773 -0.64408
C 0.30683 2.22359 0.60479
C 0.18360 2.86791 1.98784
Cl 0.21715 1.52005 3.17754
H 1.32408 1.88877 0.42273
H -0.38028 1.38785 0.51869
H -0.76150 3.36904 2.15585
H 1.04228 3.50326 2.17383
Cl 0.92222 6.04399 4.45339
C 2.58946 6.65539 4.66668
C 3.61503 5.66142 4.14101
Cl 3.22179 4.94798 2.55767
H 2.71917 6.81457 5.73230
H 2.59756 7.59421 4.12296
H 3.77519 4.81240 4.79834
H 4.57179 6.14546 3.95669
Cl -4.22688 3.16961 -1.01809
C -3.75800 4.85256 -0.76190
C -4.18347 5.31968 0.62313
Cl -3.01635 4.70435 1.81537
H -4.26746 5.45163 -1.51846
H -2.69473 5.00171 -0.92497
H -5.19541 5.00277 0.86308
H -4.17424 6.40180 0.74470
O 3.40397 -4.58175 0.42167
P 2.76640 -3.55126 -0.38724
N 3.79095 -2.51913 -1.21909
C 3.28388 -1.60750 -2.22204
C 5.22846 -2.47726 -0.99015
N 1.70309 -2.58836 0.43542
C 0.84276 -3.22181 1.43032
C 1.73782 -1.13399 0.44973
N 1.83576 -4.20783 -1.65730
C 0.42140 -3.91682 -1.87118
C 2.47739 -4.86140 -2.77340
H 3.79476 -1.78195 -3.17495
H 3.39537 -0.56193 -1.92488
H 2.23681 -1.80249 -2.45991
H 5.48874 -1.81885 -0.15199
H 5.70174 -2.08150 -1.88873
H 5.58170 -3.48341 -0.76483
H 0.50089 -4.20161 1.09887
H 1.33852 -3.23748 2.40423
H -0.07802 -2.64253 1.55268
H 2.75836 -0.78680 0.62841
H 1.29130 -0.69089 -0.44300
H 1.16982 -0.74387 1.29736
H 0.31376 -3.08370 -2.57890
H -0.07680 -4.80019 -2.26813
H -0.08092 -3.61485 -0.95336
H 2.98131 -4.11800 -3.42032
H 1.76386 -5.33566 -3.44356
H 3.28360 -5.51936 -2.44498
O -5.28821 -0.54416 0.14945
P -4.12844 -1.31326 0.64487
N -2.96733 -1.65214 -0.53082
C -3.22975 -2.72209 -1.49194
C -2.23171 -0.52722 -1.04805
N -4.59436 -2.79489 1.29984
C -3.68741 -3.93098 1.45839
C -6.00758 -3.14985 1.37761
N -3.21342 -0.52932 1.84450
C -3.31920 0.92049 1.94878
C -2.01723 -1.13214 2.37445
H -2.27415 -3.10925 -1.83865
H -3.82230 -2.35767 -2.34154
H -3.88728 -3.45658 -1.03076
H -1.81588 0.12398 -0.27897
H -2.84376 0.07269 -1.73376
H -1.36222 -0.86676 -1.62399
H -4.06770 -4.82912 0.95560
H -2.69974 -3.66777 1.09908
H -3.71669 -4.23270 2.51316
H -6.37961 -3.52521 0.42441
H -6.09970 -3.88402 2.18065
H -6.61655 -2.31208 1.71233
H -3.32886 1.21497 2.99890
H -2.46435 1.40315 1.45307
H -4.20845 1.25999 1.42306
H -1.18100 -0.97410 1.67097
H -2.06478 -2.20680 2.51989
H -1.72203 -0.67347 3.31825
O 4.81176 3.02021 -5.08339
C 4.12708 2.63254 -4.18048
O 4.44411 2.91298 -2.89366
C 3.50914 2.26355 -2.01969
C 2.24249 1.99160 -2.84891
C 2.87363 1.81746 -4.23633
H 3.33182 2.81678 -1.09840
H 3.96467 1.32293 -1.68802
H 1.65654 2.90696 -2.85781
H 1.78305 1.08853 -2.45966
H 2.22679 2.06556 -5.07173
H 3.18107 0.77164 -4.34053
```

# 2
Computed, not measured: a 9-piece molecular cluster, C22H54F6O11 overall, with the ωB97M-V functional and the def2-TZVPD basis.

Properties
**Kohn-Sham gap**: 0.22276 Eh
**Calculated total energy**: -62514.5926 eV
**Relative energy (zero: lowest compared OMol25 entry of this formula, charge and spin)**: 0.0 kJ/mol
**Total charge**: -2

XYZ file:
```
93
C22H54F6O11, DFT the ωB97M-V functional and the def2-TZVPD basis
C -2.09014 3.50899 -2.81525
O -2.56461 3.24474 -1.46292
O -1.47153 4.68209 -2.70073
C -1.14055 2.34439 -3.24040
F -1.83484 1.18873 -3.50797
F -0.49154 2.58724 -4.40585
F -0.17972 2.03931 -2.34142
C -3.41322 2.15910 -1.23500
C -3.56352 1.94430 0.25727
H -2.66489 1.75917 0.84915
H -4.01595 2.81752 0.74041
H -4.23411 1.12208 0.53105
H -3.06840 1.19846 -1.64240
H -4.41933 2.35391 -1.64232
H -2.84279 3.55343 -3.62511
C 0.72417 0.54407 2.40056
O 0.07223 -0.29239 1.40230
O 0.34063 0.13246 3.59446
C 2.25519 0.62429 2.12907
F 2.87387 1.13157 3.22610
F 2.88008 -0.56405 1.87808
F 2.58647 1.39813 1.05603
C -0.09436 0.28838 0.09895
C -0.82454 -0.79747 -0.70479
H -0.99065 -0.47074 -1.73115
H -0.03134 -1.55709 -0.69974
H -1.73278 -1.21330 -0.27834
H 0.78985 0.67584 -0.41009
H -0.72624 1.18477 0.08500
H 0.35212 1.57602 2.23323
C 6.46520 -0.50611 -1.40498
C 5.51871 -0.31514 -0.24416
O 6.31332 0.09919 0.89197
H 5.95042 -0.67231 -2.35760
H 7.11610 -1.35815 -1.20365
H 7.10032 0.35032 -1.63998
H 5.12487 -1.27385 0.09944
H 4.75776 0.45214 -0.38662
H 6.19688 -0.53644 1.59698
C -5.84970 -1.80543 0.79018
C -4.34978 -1.85034 0.70984
O -3.80155 -1.67886 2.01537
H -6.26252 -2.53835 1.48286
H -6.39513 -1.91619 -0.15197
H -6.17644 -0.79150 1.04649
H -3.95275 -1.02525 0.11530
H -4.06219 -2.85209 0.37072
H -2.84064 -1.58715 1.97337
C -0.50148 -2.65008 -5.91637
C -0.49240 -1.32562 -5.15896
O -1.48394 -0.47424 -5.69844
H -1.46945 -3.03730 -6.22436
H 0.00135 -3.44608 -5.36117
H 0.14525 -2.48362 -6.78442
H 0.53770 -0.95530 -5.10171
H -0.76560 -1.51679 -4.11013
H -1.44073 0.30793 -5.12286
C 0.54857 -4.27150 1.96499
C -0.88318 -3.78293 2.11262
O -0.86996 -2.66701 2.95731
H 0.69229 -5.14179 1.31059
H 0.79834 -4.69880 2.94264
H 1.29080 -3.51637 1.71040
H -1.46747 -4.64376 2.44848
H -1.28087 -3.55098 1.11112
H -0.49940 -1.93861 2.42243
C -0.49158 3.50555 7.47769
C -0.32725 3.14695 6.01318
O -0.04139 1.76702 5.84168
H -1.33041 2.95889 7.92574
H -0.69457 4.57127 7.58465
H 0.29599 3.13781 8.13970
H 0.49709 3.70680 5.55448
H -1.23467 3.34138 5.42711
H 0.44230 1.66752 5.00338
C 2.05950 3.88959 -0.91289
C 0.99088 4.26552 0.12524
O 0.67577 5.63820 0.01265
H 2.91018 4.50862 -0.57944
H 1.87682 4.34228 -1.88776
H 2.39879 2.86156 -0.99902
H 1.31323 3.94792 1.12114
H 0.14425 3.60879 -0.08386
H 1.40772 6.12632 0.40163
C 2.38549 -3.61935 -1.78203
C 1.34041 -4.71825 -2.02326
O 0.09662 -4.13662 -2.38733
H 3.39805 -4.04425 -1.81790
H 2.33508 -3.00620 -0.88501
H 2.48105 -3.00406 -2.68239
H 1.26505 -5.34372 -1.12987
H 1.64695 -5.32174 -2.87701
H -0.03365 -3.36337 -1.82442
```

# 3
Computed, not measured: a 9-piece molecular cluster, C22H54O13S7 overall, with the ωB97M-V functional and the def2-TZVPD basis.

Properties
**Kohn-Sham gap**: 0.28730 Eh
**Calculated total energy**: -126148.0753 eV
**Relative energy (zero: lowest compared OMol25 entry of this formula, charge and spin)**: 99.8 kJ/mol

XYZ file:
```
96
C22H54O13S7, DFT the ωB97M-V functional and the def2-TZVPD basis
C 5.84799 -14.97374 23.46676
C 7.19578 -15.10118 24.14429
C 7.25682 -14.48914 25.57016
O 7.79262 -15.54436 26.34926
C 7.99415 -16.63757 25.62719
O 8.47853 -17.65664 26.02051
O 7.53889 -16.46952 24.37250
H 5.79849 -15.55216 22.54286
H 5.64138 -13.92585 23.24667
H 5.04691 -15.38787 24.08650
H 7.93849 -14.68308 23.46029
H 6.26682 -14.26029 25.98033
H 7.80569 -13.55071 25.66274
C 11.50250 -13.74799 20.98490
C 12.17045 -14.77581 21.88855
C 12.23342 -14.30351 23.36032
O 11.82944 -15.47968 24.06804
C 11.23860 -16.34139 23.24608
O 10.73926 -17.35561 23.61036
O 11.30325 -15.88769 21.97881
H 11.35649 -14.10530 19.96521
H 11.98517 -12.76772 20.99963
H 10.48907 -13.59030 21.36064
H 13.15170 -15.03081 21.47879
H 11.55971 -13.47157 23.55734
H 13.26569 -14.09937 23.64069
C 12.02743 -12.27758 26.78260
S 10.19325 -12.35275 26.96537
O 10.02432 -13.37220 28.05702
C 9.84144 -10.75140 27.72766
H 12.36485 -13.29492 26.61960
H 12.39208 -11.74044 27.65130
H 12.17966 -11.72892 25.84789
H 10.30438 -9.89257 27.22789
H 10.30588 -10.68642 28.71627
H 8.78357 -10.53079 27.85295
C 8.51819 -10.38282 24.39178
S 9.78407 -11.15400 23.38213
O 9.29388 -12.55679 23.16785
C 9.52921 -10.25231 21.83139
H 7.71250 -9.94218 23.80676
H 9.02618 -9.60331 24.96644
H 8.10889 -11.08252 25.11670
H 9.83566 -9.21560 21.98107
H 8.51042 -10.26618 21.44193
H 10.19054 -10.75228 21.12432
C 12.98443 -8.30137 22.87112
S 11.64987 -7.07198 22.85923
O 10.59758 -7.58508 23.81009
C 12.55813 -5.72563 23.65772
H 13.39434 -8.45400 23.86808
H 13.75986 -8.12372 22.12350
H 12.55443 -9.25149 22.54220
H 13.05757 -6.06376 24.56246
H 11.92482 -4.85866 23.82642
H 13.30019 -5.40894 22.91887
C 7.70803 -9.08621 17.90722
S 6.39389 -8.84851 19.14432
O 6.37991 -10.10758 19.96298
C 7.24756 -7.65785 20.19280
H 8.17469 -8.15286 17.59520
H 7.19523 -9.51427 17.04513
H 8.39174 -9.83739 18.29951
H 6.61653 -7.41792 21.04583
H 7.57373 -6.77027 19.65140
H 8.13080 -8.15689 20.59659
C 12.09671 -9.15927 18.61914
S 11.37075 -10.25307 17.36603
O 10.32783 -11.09847 18.04320
C 12.83727 -11.30842 17.23589
H 11.37151 -8.51596 19.11045
H 12.87658 -8.60781 18.09305
H 12.55202 -9.77735 19.39580
H 13.02085 -11.86083 18.15682
H 13.71411 -10.67914 17.07217
H 12.68331 -11.99810 16.41039
C 7.49533 -12.89790 20.37961
S 8.11688 -14.60163 20.08046
O 6.92426 -15.51736 20.03546
C 8.46881 -14.33128 18.31461
H 7.09455 -12.74665 21.38088
H 6.71432 -12.56747 19.69665
H 8.35816 -12.23973 20.25786
H 9.04811 -13.44498 18.05927
H 7.47112 -14.30843 17.88031
H 9.03208 -15.21317 18.01010
C 6.53853 -7.54471 25.71673
S 6.40646 -8.68193 27.14272
O 7.14943 -8.06102 28.30690
C 4.61662 -8.47677 27.42232
H 5.90079 -7.89073 24.91087
H 7.59406 -7.58761 25.43712
H 6.43192 -6.53716 26.11797
H 4.30785 -7.45677 27.66621
H 4.34106 -9.05952 28.29947
H 4.06413 -8.76483 26.52862
```